Run 1
This record from OMol25 describes a structure of composition C3H8N2O2S. The level of theory is ωB97M-V/def2-TZVPD.

Results
* HOMO: -0.3123 Eh

Geometry as XYZ:
```
16
Properties=species:S:1:pos:R:3:lowdin_charge:R:1
C 2.67950 0.62055 -0.08110 -0.1204
C 1.68277 -0.14268 0.59039 -0.2679
C -1.46608 0.00703 -0.19027 -0.7784
H 3.05122 -0.08072 -0.88033 0.1026
H 3.56274 0.84441 0.53340 0.0840
H 2.50963 1.68056 -0.44220 0.1116
H 2.02477 -1.18770 0.91071 0.1475
H 1.28391 0.39501 1.40575 0.0957
H -0.62869 -1.75243 -0.60915 0.1567
H -2.96956 -1.41905 -0.32091 0.1001
H -3.89260 0.97809 -0.62541 0.2196
N -0.50878 -0.88378 -0.11662 -0.0130
N -2.75302 -0.56899 0.11317 -0.1256
O 0.69599 -0.30491 -0.48766 -0.1982
O -3.96355 0.11926 0.24602 -0.1505
S -1.30828 1.69535 -0.04578 0.6362
```

---

Run 2
This record from OMol25 describes the molecule C3H8N2O2S. The level of theory is ωB97M-V/def2-TZVPD.

Results
* HOMO: -0.3249 Eh
* structure (SMILES): CS[C@H](N)C[N+](=O)[O-]

Geometry as XYZ:
```
16
Properties=species:S:1:pos:R:3:lowdin_charge:R:1
C 1.08420 1.87957 -0.35543 -0.4147
S 0.35162 1.15280 1.12915 0.8153
C 0.12022 -0.65644 0.84093 -0.6257
N 1.34099 -1.34960 0.54777 -0.0027
C -0.78331 -0.89208 -0.38808 -0.1116
N -2.08218 -0.18282 -0.18715 -0.4372
O -2.82073 -0.50573 0.71253 0.0844
O -2.29940 0.64986 -1.03198 0.0717
H 1.55676 2.83889 -0.08163 0.0371
H 0.24508 2.09135 -1.14036 0.0618
H 1.65000 1.10707 -0.88023 0.0195
H -0.48467 -1.13895 1.76515 0.1653
H 1.77822 -1.38324 -0.35467 0.0795
H 1.93419 -1.24940 1.32795 0.0580
H -1.14782 -1.83355 -0.65355 0.1240
H -0.44316 -0.52774 -1.25041 0.0753
```

---

Stability summary - winner: run 2; margin: 147.7 kJ/mol.

---

Run 1
This record from OMol25 describes the molecule C3H8N2O2S. The level of theory is ωB97M-V/def2-TZVPD.

Results
* HOMO: -0.3290 Eh

Geometry as XYZ:
```
16
Properties=species:S:1:pos:R:3:lowdin_charge:R:1
C -0.47622 -1.25337 1.16910 0.1001
C 0.13959 -1.12861 -1.06339 -0.1695
C 0.88353 1.65286 0.58451 -0.1772
N 0.47522 -1.40866 0.24601 -0.1138
N -0.43915 1.04424 0.54794 -0.2929
O -0.83872 1.37411 -2.07076 -0.3231
O -2.24275 -0.01409 -0.66228 -0.3514
S -0.94894 0.52910 -0.89897 0.5620
H -1.52571 -0.91819 0.81952 0.1067
H -0.19491 -1.11935 2.22496 0.1158
H 0.96638 -1.26839 -1.71631 0.1012
H -0.81989 -1.60956 -1.31168 0.1026
H 1.21953 2.12060 1.54796 0.0867
H 1.49564 0.74043 0.34132 0.0521
H 0.92610 2.37829 -0.27497 0.0865
H 1.38031 -1.11940 0.51706 0.1139
```

---

Run 2
This record from OMol25 describes a structure of composition C3H8N2O2S. The level of theory is ωB97M-V/def2-TZVPD.

Results
* HOMO: -0.3208 Eh

Geometry as XYZ:
```
16
Properties=species:S:1:pos:R:3:lowdin_charge:R:1
C 0.77230 -1.18588 0.36350 -0.3603
C -0.62906 -0.90557 1.07304 -0.4848
C -0.45619 1.27902 -0.47319 -0.8709
H 0.93993 -3.05162 -0.60384 0.0673
H 0.83579 -3.16599 1.22237 0.0957
H 0.72316 -0.55558 -0.66993 0.1083
H 1.69785 -0.66726 0.97128 0.1339
H -1.40351 -1.36415 0.28602 0.1259
H -0.54254 -1.33069 2.04970 0.0472
H -0.50200 3.36875 0.46584 0.2887
H -0.10059 2.83577 -2.46534 0.2242
N 1.15287 -2.64166 0.33071 -0.0614
N -0.47248 2.60755 -0.66174 -0.1950
O -0.35984 0.53445 -1.37722 0.0052
O -0.69044 3.37131 -1.68876 -0.0496
S -0.96526 0.87155 1.17755 0.9256
```

---

Stability summary - winner: run 1; margin: 86.0 kJ/mol.

---

Run 1
This record from OMol25 describes the molecule C3H8N2O2S. The level of theory is ωB97M-V/def2-TZVPD.

Results
* HOMO: -0.3298 Eh
* structure (SMILES): CO/N=C(\CO)NS

Geometry as XYZ:
```
16
Properties=species:S:1:pos:R:3:lowdin_charge:R:1
C -0.18833 2.02293 -1.78045 -0.0754
O -0.31926 0.66185 -1.24267 -0.2387
N 0.61671 0.64043 -0.19879 0.0707
C 0.47535 -0.38800 0.50725 -0.3663
C -0.52798 -1.52670 0.20332 -0.1754
O -0.38439 -1.94864 -1.16274 -0.0695
N 1.22204 -0.46355 1.71959 -0.3837
S 0.61153 -1.16426 3.15580 0.7384
H -1.02744 2.26489 -2.51676 0.0951
H -0.15396 2.76239 -0.95661 0.0776
H 0.75492 2.00746 -2.45237 0.1030
H -1.56464 -1.16872 0.38842 0.1334
H -0.22838 -2.36883 0.81224 0.0873
H -0.62588 -1.22637 -1.75366 0.0667
H 1.84230 0.31361 1.77632 0.0661
H -0.50263 -0.41850 3.50111 -0.1294
```

---

Run 2
This record from OMol25 describes a cluster of 2 separate species, C3H8N2O2S in total. The level of theory is ωB97M-V/def2-TZVPD.

Results
* HOMO (alpha / beta): -0.2991 / -0.2991 Eh

Geometry as XYZ:
```
16
Properties=species:S:1:pos:R:3:lowdin_charge:R:1
C 1.90863 0.92463 0.54207 -0.0985
C 1.44427 1.00788 -0.83870 -0.0860
C 0.80104 -1.22870 0.04039 -0.0103
N 1.66607 -0.28926 -0.20738 -0.1324
N -2.72806 -1.11711 -0.24432 -0.1563
O -1.71441 -0.05500 1.81456 -0.4405
O -1.51841 1.12353 -0.35650 -0.4201
S -1.52229 -0.12630 0.34669 0.5801
H 2.97963 1.26031 0.66082 0.1311
H 1.26907 1.19674 1.37799 0.1212
H 0.33749 1.31011 -0.93721 0.1090
H 2.11194 1.27785 -1.55283 0.0774
H 0.93658 -1.67535 0.95831 0.0717
H 0.52776 -1.83280 -0.90208 0.1296
H -3.53512 -1.08054 0.43878 0.0827
H -2.96420 -0.69601 -1.14059 0.0414
```

---

Run 3
This record from OMol25 describes a cluster of 4 separate species, C3H8N2O2S in total. The level of theory is ωB97M-V/def2-TZVPD.

Results
* HOMO: -0.3188 Eh

Geometry as XYZ:
```
16
Properties=species:S:1:pos:R:3:lowdin_charge:R:1
C 0.84611 2.12882 -0.27014 -0.0879
C 0.34351 -0.26048 -0.05877 -0.6375
C -1.12627 -1.85406 0.08668 -0.2090
H 0.15291 1.42024 -1.42994 0.1838
H 2.36589 2.40316 -0.38984 0.1870
H 0.01014 3.29381 0.38648 0.1845
H 2.43511 -0.02818 0.52681 0.1343
H -2.00291 -2.17263 0.65557 0.0940
H -0.79036 -2.37368 -0.90293 0.1357
H -0.54123 -2.33112 0.74626 0.0420
H -2.96057 0.69318 1.00872 -0.0916
N 1.21168 -1.04887 -0.46554 0.0478
N -0.94012 -0.50102 0.05501 -0.4161
O 0.88304 0.84888 0.61766 -0.2643
O 2.53476 -0.72581 -0.25791 -0.0596
S -2.42168 0.50777 -0.30811 0.7571
```

---

Stability summary - winner: run 1; margin: 83.6 kJ/mol.

---

Run 1
This record from OMol25 describes a structure of composition CH3BBr2O2. The level of theory is ωB97M-V/def2-TZVPD.

Results
* HOMO: -0.3180 Eh

Geometry as XYZ:
```
9
Properties=species:S:1:pos:R:3:lowdin_charge:R:1
B -0.53633 0.74512 -0.33567 -0.5660
C 0.71452 -1.45636 1.70498 -1.1510
O -1.39344 1.76608 -0.51297 0.1714
O 0.25795 0.27291 -1.31308 0.1641
Br 2.54754 -1.36960 1.55238 0.6085
Br -0.10439 -3.09210 1.68905 0.6162
H -0.40199 0.33857 0.70418 0.0373
H -1.32673 2.05850 -1.38541 0.0602
H 0.24289 0.73686 -2.10347 0.0593
```

---

Run 2
This record from OMol25 describes a cluster of 2 separate species, CH3BBr2O2 in total. The level of theory is ωB97M-V/def2-TZVPD.

Results
* HOMO: -0.3638 Eh
* structure (SMILES): BrCBr.O=BO

Geometry as XYZ:
```
9
Properties=species:S:1:pos:R:3:lowdin_charge:R:1
Br -2.53777 2.40691 0.17225 0.5316
C -1.86518 0.67592 0.79134 -1.0125
Br -2.49985 -0.98477 -0.17727 0.4453
H -2.14762 0.32221 1.82528 0.0069
H -0.70650 0.52167 0.53624 -0.0011
O 1.26173 -0.14414 0.23269 0.1283
B 2.27414 -0.47053 -0.36626 -0.4941
O 3.20710 -0.85042 -1.16300 0.2645
H 3.01395 -1.47686 -1.85128 0.1311
```

---

Stability summary - winner: run 2; margin: 259.3 kJ/mol.